Record 1
{"formula": "CH27O16", "method": "ωB97M-V with the def2-TZVPD basis set", "symbols": ["C", "O", "O", "O", "H", "O", "H", "H", "O", "H", "H", "O", "H", "H", "O", "H", "H", "O", "H", "H", "O", "H", "H", "O", "H", "H", "O", "H", "H", "O", "H", "H", "O", "H", "H", "O", "H", "H", "O", "H", "H", "O", "H", "H"], "positions_angstrom": [[0.2892, 0.2193, -0.6236], [-0.2882, -0.4965, -1.5467], [-0.0335, -0.0777, 0.6105], [1.3503, 0.8343, -0.8866], [-0.7907, -0.5665, 0.6613], [-0.0091, 2.6653, -2.4557], [0.2501, 1.9106, -1.8673], [0.5147, 2.8438, -3.1622], [-2.0788, 1.3460, 3.1380], [-1.1337, 1.7240, 3.2541], [-2.1848, 0.3872, 3.1147], [1.1824, -2.7450, -1.4904], [1.2808, -3.0492, -0.6319], [0.6793, -1.9303, -1.4030], [-1.3194, -4.0854, -0.0695], [-0.5344, -3.9294, 0.5448], [-1.6991, -3.2236, -0.0593], [-2.5951, -1.5609, 0.0714], [-3.1801, -0.8125, -0.2308], [-2.7188, -1.5050, 1.0543], [-2.2293, -1.6080, 3.0427], [-2.8194, -1.4101, 3.6945], [-1.4718, -1.6921, 3.5870], [0.3483, 2.4920, 2.3741], [0.2096, 3.0080, 1.6648], [0.8412, 1.8570, 1.8085], [1.4370, -0.3768, -3.7784], [2.2789, -0.8812, -3.5312], [1.0103, -0.1483, -2.8466], [2.9273, 2.8338, -0.3929], [3.3169, 3.4559, -1.0190], [2.4807, 2.1690, -0.8706], [3.3550, -0.3735, 1.2904], [2.8403, 0.1494, 0.5990], [3.7118, 0.3760, 1.5632], [1.0561, -2.9613, 1.3962], [1.9766, -2.8870, 1.6285], [0.8360, -2.0017, 1.0540], [-2.6415, -0.4239, -3.0368], [-1.8171, -0.3796, -2.4530], [-3.0792, -1.1403, -2.8029], [-0.5222, 3.8757, -0.0355], [0.0291, 3.4416, -0.7698], [-1.0557, 4.6772, -0.1883]], "lowdin_charge": [-0.70, -0.08, 0.15, -0.03, 0.03, -0.02, 0.02, 0.00, -0.12, 0.05, -0.04, -0.03, -0.06, -0.02, -0.08, 0.03, -0.05, -0.07, 0.10, 0.04, 0.02, 0.01, 0.06, -0.02, -0.07, 0.06, -0.16, 0.05, 0.04, -0.05, 0.04, -0.05, -0.02, 0.05, -0.06, -0.08, 0.04, 0.09, -0.04, 0.03, -0.08, -0.10, 0.04, 0.05], "homo_lumo_gap_ev": 9.19, "homo_energy_ev": -7.019, "multiplicity": 1, "e_above_lowest_kj_mol": 255.86, "charge": -1}


Record 2
{"formula": "CH29HfO17", "method": "ωB97M-V with the def2-TZVPD basis set", "symbols": ["Hf", "C", "O", "O", "O", "H", "O", "H", "H", "O", "H", "H", "O", "H", "H", "O", "H", "H", "O", "H", "H", "O", "H", "H", "O", "H", "H", "O", "H", "H", "O", "H", "H", "O", "H", "H", "O", "H", "H", "O", "H", "H", "O", "H", "H", "O", "H", "H"], "positions_angstrom": [[-0.6559, 0.8486, -2.6308], [-0.0659, -0.0461, -0.2312], [0.1503, 1.0920, -0.6408], [0.1519, -0.5887, 0.9486], [-0.5954, -0.6343, -1.1341], [0.6461, 0.0332, 1.4973], [-0.0378, -1.4720, -3.6502], [0.7644, -1.7759, -4.1413], [-0.4606, -2.2599, -3.3254], [1.4730, 0.6534, -2.8091], [2.0995, 0.7013, -2.1127], [2.0150, 1.0902, -3.5388], [-1.7663, 0.0689, 3.4856], [-1.2795, -0.6641, 3.0980], [-1.2546, 0.8639, 3.3376], [2.1209, -0.7644, 3.8342], [1.8130, 0.0660, 4.2170], [2.9338, -0.8261, 4.3460], [-0.0977, -2.2385, 3.6721], [-0.4202, -2.6636, 4.4290], [0.5875, -1.5311, 3.7810], [-2.3271, -0.3667, -2.9285], [-2.9445, -0.4138, -3.6823], [-2.8443, -0.6663, -2.1726], [1.8431, 3.5245, -0.3945], [2.7149, 3.8111, -0.6446], [1.5734, 4.0833, 0.3276], [0.7711, -3.5726, -0.8721], [0.0862, -3.3896, -1.5411], [1.3681, -2.8884, -1.0068], [0.1642, 2.9326, -2.4745], [-0.3513, 3.7170, -2.5689], [0.8344, 3.3338, -1.8971], [1.9672, 1.9055, 1.7762], [1.9654, 2.4411, 0.9607], [1.3441, 2.3477, 2.3307], [-3.4553, -0.9466, -0.5104], [-3.1472, -1.7062, 0.0360], [-4.3899, -1.0960, -0.6132], [3.2916, -0.4995, 1.3086], [2.7999, -0.4877, 2.1370], [3.1826, 0.3771, 0.9102], [-1.9759, -2.8361, 0.7921], [-1.1796, -2.3551, 0.5223], [-1.7562, -3.3324, 1.5535], [-2.2352, 1.8598, -1.4341], [-2.2279, 2.6010, -0.8164], [-3.1934, 1.6698, -1.5301]], "lowdin_charge": [2.05, -0.72, -0.04, 0.25, -0.02, 0.11, -0.06, 0.14, 0.07, -0.04, 0.11, 0.19, -0.03, -0.02, 0.01, -0.02, 0.09, 0.11, -0.05, 0.04, 0.01, -0.08, 0.17, 0.05, 0.00, 0.11, 0.10, 0.02, 0.03, -0.01, -0.06, 0.11, 0.07, -0.03, 0.00, 0.05, -0.03, 0.05, 0.08, -0.05, -0.03, 0.00, -0.01, 0.01, 0.06, -0.03, 0.14, 0.14], "homo_lumo_gap_ev": 5.46, "homo_energy_ev": -17.586, "multiplicity": 1, "e_above_lowest_kj_mol": 0.00, "charge": 3}


Record 3
{"formula": "CH29O17", "method": "ωB97M-V with the def2-TZVPD basis set", "symbols": ["C", "O", "O", "O", "H", "O", "H", "H", "O", "H", "H", "O", "H", "H", "O", "H", "H", "O", "H", "H", "O", "H", "H", "O", "H", "H", "O", "H", "H", "O", "H", "H", "O", "H", "H", "O", "H", "H", "O", "H", "H", "O", "H", "H", "O", "H", "H"], "positions_angstrom": [[0.2602, -0.3883, 0.3223], [0.5666, 0.7626, 0.0262], [-0.5799, -1.1061, -0.4405], [0.6595, -0.9788, 1.3011], [-0.9186, -0.7448, -1.2974], [-0.7809, 2.0989, -3.2498], [-0.9921, 1.1384, -3.0892], [0.0103, 2.0794, -3.7639], [2.2409, -3.0316, 0.2424], [1.4900, -2.5084, 0.5779], [3.0471, -2.5244, 0.4615], [2.1982, 1.2601, 2.3961], [1.4468, 1.0218, 1.8661], [2.8097, 1.4082, 1.6867], [2.3391, -1.6464, 3.4234], [3.1499, -1.1191, 3.3567], [1.9281, -1.3283, 2.6087], [0.2890, 3.5539, 1.3748], [-0.0330, 3.1350, 0.5836], [-0.1794, 4.3893, 1.5017], [-0.8421, -1.1713, 3.9348], [-0.0678, -1.2477, 4.4511], [-0.6961, -0.4803, 3.2948], [-3.4644, 0.2690, -1.0250], [-4.2902, -0.2106, -0.8305], [-2.8469, 0.0291, -0.3285], [2.0385, 2.8124, -0.8704], [1.4917, 2.0643, -0.5484], [1.3870, 3.3131, -1.4421], [-1.1443, 2.5958, -0.7228], [-0.9666, 2.5289, -1.6898], [-0.6647, 1.8735, -0.4038], [-1.3912, -0.6561, -3.0582], [-2.2986, -0.4373, -3.2615], [-1.1552, -1.1760, -3.8348], [-1.2234, -3.1683, 1.4178], [-1.3286, -2.8728, 2.2903], [-0.9987, -2.3538, 0.9673], [1.4913, -0.1044, -3.3205], [1.4819, -0.5253, -4.1775], [1.3728, -0.7804, -2.6903], [-0.9109, 1.3757, 2.5627], [-0.5433, 2.2890, 2.3455], [-0.9162, 0.8104, 1.7734], [-0.9713, -3.7455, -1.7164], [-1.0963, -3.4178, -0.8560], [-0.3980, -3.0850, -2.1500]], "lowdin_charge": [-0.81, -0.02, 0.07, 0.01, 0.08, -0.05, 0.03, 0.04, -0.08, -0.01, 0.04, -0.03, -0.03, 0.03, -0.08, 0.03, -0.02, -0.05, -0.03, 0.07, -0.03, 0.01, -0.02, -0.05, 0.06, 0.02, -0.10, -0.02, 0.05, -0.06, 0.00, -0.06, -0.04, 0.07, 0.08, -0.03, -0.01, -0.02, -0.01, 0.04, 0.01, -0.07, 0.04, 0.01, -0.04, -0.03, 0.02], "homo_lumo_gap_ev": 8.83, "homo_energy_ev": -7.134, "multiplicity": 1, "e_above_lowest_kj_mol": 56.22, "charge": -1}


Record 4
{"formula": "CH2BF3", "method": "ωB97M-V with the def2-TZVPD basis set", "symbols": ["B", "C", "F", "F", "F", "H", "H"], "positions_angstrom": [[-0.1316, -0.0002, 0.4824], [-1.4122, -3.1944, -0.3426], [-0.5531, -4.0339, 0.2622], [-2.1762, -2.5319, 0.6276], [-2.1847, -3.7708, -1.2524], [-1.1714, -0.1625, 0.2044], [0.5272, -0.4404, 1.3728]], "lowdin_charge": [0.21, -0.30, 0.12, 0.04, 0.14, -0.13, -0.07], "homo_lumo_gap_ev": [10.77, 6.56], "homo_energy_ev": [-10.660, -7.936], "multiplicity": 1, "e_above_lowest_kj_mol": 607.11}


Record 5
{"formula": "CH2BF3", "method": "ωB97M-V with the def2-TZVPD basis set", "symbols": ["B", "C", "F", "F", "F", "H", "H"], "positions_angstrom": [[0.0949, 0.0962, 0.9649], [0.0891, -0.3845, -0.5518], [-1.0680, -0.8215, -1.0387], [-0.1073, 1.1470, -0.8762], [1.0677, -0.7616, -1.3915], [-0.7944, -0.2717, 1.6333], [0.7180, 0.9961, 1.2601]], "lowdin_charge": [0.17, -0.42, 0.13, -0.08, 0.13, 0.04, 0.03], "homo_lumo_gap_ev": 12.00, "homo_energy_ev": -12.640, "multiplicity": 1, "e_above_lowest_kj_mol": 209.69, "smiles": "BC(F)(F)F"}


Record 6
{"formula": "CH2BF3", "method": "ωB97M-V with the def2-TZVPD basis set", "symbols": ["B", "C", "F", "F", "F", "H", "H"], "positions_angstrom": [[-0.0747, -0.1042, -0.0971], [-2.8246, 0.0451, 0.0660], [-3.4348, 1.0758, 0.7069], [-3.2367, 0.2066, -1.2126], [-3.2778, -1.1154, 0.4683], [0.3154, 0.9145, -0.2211], [0.3047, -1.2799, 0.0626]], "lowdin_charge": [0.40, -0.50, 0.06, 0.04, 0.10, -0.08, -0.01], "homo_lumo_gap_ev": [7.79, 7.77], "homo_energy_ev": [-9.052, -9.040], "multiplicity": 1, "e_above_lowest_kj_mol": 499.74}


Record 7
{"formula": "CH2BF3", "method": "ωB97M-V with the def2-TZVPD basis set", "symbols": ["B", "C", "F", "F", "F", "H", "H"], "positions_angstrom": [[-0.1658, 0.1229, -0.1299], [-1.0234, 1.4210, -0.5467], [-2.1530, 0.9996, -1.1497], [-1.5885, 2.1204, 0.6052], [-0.5920, 2.2986, -1.4167], [0.2786, -0.5148, -1.0714], [-0.0907, -0.4066, 1.0316]], "lowdin_charge": [0.22, -0.58, 0.10, 0.00, 0.15, 0.04, 0.07], "homo_lumo_gap_ev": 11.71, "homo_energy_ev": -12.809, "multiplicity": 1, "e_above_lowest_kj_mol": 177.78, "smiles": "BC(F)(F)F"}


Record 8
{"formula": "CH2Br2ClP", "method": "ωB97M-V with the def2-TZVPD basis set", "symbols": ["C", "P", "Cl", "Br", "Br", "H", "H"], "positions_angstrom": [[-1.6547, -0.3451, -0.2327], [1.9714, 0.0551, -0.5572], [-0.2095, -1.0956, 0.0705], [1.2401, 2.0423, 0.1193], [2.7615, -0.8795, 1.3895], [-2.0813, 0.5145, 0.3648], [-2.0275, -0.2917, -1.1543]], "lowdin_charge": [-0.48, -0.10, 0.46, 0.08, 0.04, 0.05, -0.05], "homo_lumo_gap_ev": [7.00, 8.59], "homo_energy_ev": [-7.155, -10.247], "multiplicity": 3, "e_above_lowest_kj_mol": 0.00}


Record 9
{"formula": "CH2Br2S", "method": "ωB97M-V with the def2-TZVPD basis set", "symbols": ["C", "S", "Br", "Br", "H", "H"], "positions_angstrom": [[1.5308, 0.0402, -0.3627], [-2.8308, 0.4664, 1.3752], [0.4815, 1.4058, 0.2252], [-2.4519, -0.6787, -0.4657], [1.3853, -0.5730, -1.2498], [1.8850, -0.6606, 0.4778]], "lowdin_charge": [-0.58, -0.06, 0.59, 0.05, -0.01, 0.01], "homo_lumo_gap_ev": [8.91, 6.08], "homo_energy_ev": [-9.549, -8.685], "multiplicity": 1, "e_above_lowest_kj_mol": 270.52}